1.
Here is a molecular structure, C7H16N2O at a distorted geometry from OMol25. Energies are from ωB97M-V/def2-TZVPD.

## Properties
Calculated total energy: -460.91040 Ha
Spin multiplicity: 1
Maximum force: 1.51 eV Å⁻¹

Element x y z (Å)
C  1.800  -0.432  -0.704
C  -0.104  -2.254  0.279
C  1.293  -0.377  -2.018
C  0.407  -0.870  0.625
C  0.901  -0.644  1.865
H  2.387  -1.300  -0.432
H  2.146  0.499  -0.273
H  -0.845  -2.605  0.999
H  0.719  -2.972  0.273
H  -0.557  -2.268  -0.713
H  1.373  0.562  -2.558
H  1.332  -1.270  -2.630
H  -0.105  -0.101  -1.733
H  1.320  0.317  2.142
H  0.988  -1.432  2.606
C  -0.977  2.780  -0.219
N  -0.233  1.644  0.336
C  -0.833  0.364  0.070
N  -1.992  0.073  0.871
O  -1.091  0.151  -1.210
H  -0.116  1.759  1.336
H  -2.595  -0.591  0.406
H  -1.755  -0.266  1.795
H  -2.010  2.837  0.148
H  -1.001  2.698  -1.304
H  -0.451  3.699  0.043


2.
Here is 6 unconnected molecules or ions with the total composition C11H35O6 at a distorted geometry from OMol25. Energies are from ωB97M-V/def2-TZVPD.

## Properties
Calculated total energy: -891.25448 Ha
Spin multiplicity: 1
Charge: +1
Maximum force: 2.70 eV Å⁻¹

Element x y z (Å)
O  0.455  0.755  -1.010
H  -0.190  0.271  -1.531
H  0.035  1.227  -0.288
H  1.069  0.088  -0.695
C  -1.830  -2.755  -0.712
C  -0.828  -2.890  0.456
C  0.434  -3.702  0.095
O  -0.421  -1.581  0.929
H  -2.558  -1.965  -0.529
H  -2.485  -3.624  -0.767
H  -1.299  -2.627  -1.655
H  -1.356  -3.375  1.277
H  0.249  -4.776  0.081
H  1.209  -3.472  0.826
H  0.710  -3.510  -0.942
H  -0.035  -1.707  1.799
C  3.087  2.157  2.765
C  1.877  2.313  1.854
C  2.181  2.836  0.456
O  1.398  1.038  1.585
H  2.867  2.182  3.832
H  3.771  2.983  2.567
H  3.540  1.196  2.522
H  1.112  2.908  2.353
H  2.703  3.791  0.517
H  1.253  3.058  -0.070
H  2.822  2.196  -0.150
H  1.193  0.584  2.406
C  -3.953  1.821  -0.126
C  -2.726  2.110  0.791
C  -2.447  0.957  1.761
O  -1.654  2.320  -0.066
H  -4.843  1.562  0.448
H  -3.754  1.005  -0.820
H  -4.201  2.694  -0.730
H  -2.915  3.017  1.365
H  -2.259  0.043  1.196
H  -3.272  0.751  2.443
H  -1.555  1.165  2.352
H  -1.936  3.056  -0.615
C  3.181  -1.152  -0.192
O  2.352  -1.071  -1.369
H  3.157  -0.274  0.453
H  3.010  -2.011  0.456
H  4.214  -1.304  -0.504
H  2.485  -1.876  -1.875
C  -0.316  -1.242  -3.948
O  -1.085  -0.432  -3.030
H  0.668  -1.472  -3.539
H  -0.814  -2.187  -4.163
H  -0.316  -0.719  -4.905
H  -1.985  -0.360  -3.355


3.
Here is a molecular structure, C31H32BrN8O2RuS at a distorted geometry from OMol25. Energies are from ωB97M-V/def2-TZVPD.

## Properties
⟨S²⟩: 0.798
Calculated total energy: -4855.47812 Ha
Spin multiplicity: 2
Charge: +2
Maximum force: 2.58 eV Å⁻¹

Element x y z (Å)
Ru  0.252  -0.489  0.410
O  -3.718  0.709  0.646
C  -4.390  -0.466  0.492
C  -5.774  -0.428  0.412
C  -6.492  -1.603  0.276
C  -5.846  -2.835  0.214
C  -4.467  -2.869  0.267
C  -3.729  -1.691  0.394
C  -2.231  -1.758  0.367
O  -1.578  -0.804  1.077
N  -1.801  -1.589  -1.077
N  -0.601  -1.184  -1.278
C  -0.169  -0.992  -2.540
C  1.144  -0.643  -2.810
Br  2.281  -0.357  -1.337
C  1.696  -0.428  -4.067
C  1.101  -0.676  -5.338
C  0.201  -1.737  -5.589
C  -0.334  -1.904  -6.845
C  0.002  -1.016  -7.869
C  0.903  0.022  -7.646
C  1.474  0.176  -6.401
H  -2.809  0.477  0.897
H  -6.269  0.533  0.472
H  -7.572  -1.561  0.227
H  -6.414  -3.752  0.138
H  -3.946  -3.821  0.219
H  -1.899  -2.776  0.623
H  -2.448  -1.762  -1.845
H  -0.865  -1.106  -3.362
H  2.690  0.010  -4.083
H  -0.008  -2.466  -4.816
H  -0.997  -2.734  -7.046
H  -0.425  -1.152  -8.854
H  1.166  0.695  -8.450
H  2.185  0.973  -6.223
S  -0.913  5.938  0.640
C  -0.655  4.185  0.483
C  -0.790  3.352  1.587
C  -0.582  1.996  1.441
N  -0.250  1.444  0.263
C  -0.147  2.241  -0.812
C  -0.345  3.602  -0.742
C  0.795  6.443  0.498
C  1.583  6.569  1.631
C  2.906  6.956  1.468
N  3.463  7.214  0.284
C  2.681  7.113  -0.790
C  1.346  6.736  -0.740
H  -1.056  3.757  2.553
H  -0.696  1.319  2.279
H  0.085  1.758  -1.752
H  -0.266  4.205  -1.636
H  1.176  6.382  2.616
H  3.551  7.066  2.333
H  3.143  7.351  -1.741
H  0.750  6.691  -1.642
C  2.636  -2.659  5.936
C  2.618  -3.997  5.203
C  1.221  -4.613  5.195
C  3.191  -3.894  3.790
N  2.513  -2.868  2.965
C  2.715  -1.546  2.907
N  1.838  -1.040  2.073
N  1.102  -2.087  1.656
N  1.499  -3.190  2.158
H  2.387  -2.807  6.986
H  1.894  -1.967  5.529
H  3.620  -2.183  5.903
H  3.299  -4.678  5.720
H  0.535  -4.043  4.565
H  0.807  -4.624  6.203
H  1.239  -5.641  4.831
H  3.067  -4.829  3.250
H  4.248  -3.634  3.806
H  3.479  -1.013  3.447


4.
Here is a single C3H3NO3 molecule at a distorted geometry from OMol25. Energies are from ωB97M-V/def2-TZVPD.

## Properties
SMILES string: Oc1cc(O)on1
Calculated total energy: -396.47978 Ha
Spin multiplicity: 1
Maximum force: 6.42 eV Å⁻¹

Element x y z (Å)
O  -0.246  2.340  -0.164
C  0.144  1.092  -0.022
C  -0.717  0.182  -0.624
C  -0.246  -1.013  -0.081
O  -0.590  -2.247  -0.307
O  0.848  -0.872  0.577
N  1.158  0.543  0.650
H  0.282  3.064  0.392
H  -1.807  0.228  -1.046
H  -1.761  -2.423  -0.372


The lowest calculated total energy belongs to which entry?
C31H32BrN8O2RuS


Among the records above, which one has the highest spin multiplicity?
C31H32BrN8O2RuS


Which of these has the lowest calculated total energy?
C31H32BrN8O2RuS